DFT (wB97M-V/def2-TZVPD) results for 3 unconnected molecules or ions with the total composition C20H45B3NO12.

Its gap between HOMO and LUMO is 5.87 eV. The max |F| is 0.61 eV Å⁻¹. Its total charge is -1. The LUMO energy is 2.18 eV.

```
81
Properties=species:S:1:pos:R:3:forces:R:3
C 6.174137 1.385716 -0.401517 0.08 0.05 -0.15
C 7.385997 0.615015 -0.921044 -0.09 0.05 0.00
C 7.010706 -0.779328 -1.460350 0.29 0.11 0.16
C 7.491478 -1.943474 -0.575125 -0.04 -0.05 -0.17
C 6.513431 -3.115100 -0.522307 0.02 -0.01 0.06
C 5.219103 -2.804938 0.231543 0.12 -0.36 0.00
C 4.125393 -3.865819 0.011246 -0.02 0.16 -0.15
C 3.023788 -3.407665 -0.950575 -0.03 -0.09 0.07
C 1.743313 -4.235304 -0.825650 0.19 -0.14 -0.17
C 0.421141 -3.617839 -1.356311 0.41 0.05 0.16
O -0.349183 -3.206701 -0.270131 -0.11 0.17 -0.06
B -0.824300 -1.773526 -0.453785 -0.09 -0.53 0.12
C -0.132011 -0.821940 0.722047 -0.28 0.13 -0.05
B -0.050933 0.703632 0.452098 -0.03 0.01 0.04
O 0.088078 1.290290 -0.824549 -0.07 0.48 0.30
O -0.094220 1.606463 1.515536 0.43 0.09 -0.11
B -2.552352 -1.643843 -0.271658 -0.15 -0.19 -0.18
O -3.361692 -0.994757 -1.207501 0.16 0.56 0.17
O -3.220396 -2.118813 0.883254 0.27 0.33 0.16
C -3.951849 -1.209416 1.668048 -0.13 -0.11 -0.06
O -0.368628 -1.445084 -1.831152 0.05 0.12 0.03
C 0.544576 -2.388951 -2.293139 -0.35 -0.05 -0.40
C 0.179893 -2.742057 -3.734012 0.14 0.23 0.07
N 0.250586 -1.585031 -4.643180 -0.07 -0.10 -0.11
H 5.499741 1.617332 -1.228809 -0.07 -0.07 0.05
H 6.465290 2.337365 0.047239 -0.01 -0.05 0.09
H 5.615448 0.799814 0.330528 0.01 0.04 0.04
H 7.865531 1.207944 -1.703968 0.02 0.00 0.01
H 8.124082 0.512606 -0.120140 0.02 -0.01 -0.03
H 7.454501 -0.898888 -2.450684 -0.18 -0.09 -0.07
H 5.925839 -0.829831 -1.575950 0.02 0.00 -0.10
H 8.447457 -2.301485 -0.969481 0.05 0.03 0.11
H 7.695558 -1.589823 0.441553 -0.12 0.00 0.01
H 6.285283 -3.457030 -1.538735 -0.04 0.10 -0.02
H 6.998560 -3.961366 -0.024346 -0.01 -0.03 -0.06
H 5.461861 -2.763901 1.297785 0.00 0.21 -0.02
H 4.835042 -1.825251 -0.062865 0.00 0.01 0.10
H 4.596901 -4.772796 -0.384576 -0.09 -0.09 0.15
H 3.662960 -4.129496 0.965154 0.01 0.00 0.00
H 2.800854 -2.356709 -0.747052 -0.01 -0.03 0.06
H 3.401402 -3.468749 -1.977949 -0.02 0.22 -0.01
H 1.574934 -4.428171 0.236511 -0.14 -0.01 -0.04
H 1.910700 -5.214004 -1.293256 0.03 0.02 -0.01
H -0.084088 -4.412525 -1.936353 -0.17 0.02 0.16
H -0.655539 -0.956672 1.679521 0.13 -0.10 0.03
H 0.893191 -1.184272 0.912154 0.01 0.02 -0.15
H -0.776242 1.452389 -1.220809 0.22 -0.40 -0.21
H 0.245910 2.463732 1.218805 -0.36 -0.14 0.05
H -4.204094 -0.702432 -0.836455 -0.08 -0.34 -0.09
H -4.346859 -1.739700 2.536188 0.00 0.00 -0.01
H -4.814227 -0.772004 1.142837 0.00 0.01 0.03
H -3.317077 -0.390308 2.028132 -0.02 0.00 -0.01
H 1.561634 -1.962177 -2.331838 0.01 -0.05 0.17
H 0.844880 -3.531961 -4.105893 -0.06 -0.06 0.04
H -0.848645 -3.110388 -3.715920 0.07 -0.15 -0.10
H 0.833589 -0.874000 -4.213009 0.00 -0.02 0.00
H -0.670108 -1.167267 -4.692445 0.04 0.07 0.10
C -1.029969 4.774999 -0.893970 0.08 -0.06 -0.07
O -2.369874 5.285216 -0.824352 0.00 0.03 0.00
C -2.787685 5.545190 0.409195 -0.04 -0.08 -0.02
O -2.139651 5.449297 1.417364 0.02 0.04 0.01
O -4.068246 5.929243 0.346043 0.01 0.04 0.00
C -4.652255 6.206872 1.619433 -0.19 0.02 0.07
H -0.824132 4.620352 -1.948183 -0.05 0.01 -0.01
H -0.324990 5.490390 -0.474850 -0.02 0.00 0.04
H -0.958868 3.828231 -0.363597 0.03 0.01 0.02
H -4.143768 7.030793 2.117056 0.09 -0.05 -0.01
H -4.626246 5.322754 2.254258 0.05 0.02 0.03
H -5.683426 6.485535 1.419212 0.01 -0.02 -0.05
C -6.716362 2.983229 1.083816 0.12 0.05 -0.12
O -7.330024 3.180832 2.363452 0.00 0.02 0.01
C -7.595691 2.053090 3.020398 0.01 0.01 0.01
O -7.389505 0.937813 2.623219 -0.01 -0.01 -0.01
O -8.135502 2.372205 4.199511 0.00 0.00 0.00
C -8.458885 1.241142 5.014014 -0.02 0.01 0.06
H -6.563918 3.975826 0.670582 -0.02 0.01 0.03
H -5.758144 2.477967 1.192063 -0.02 -0.04 0.02
H -7.361328 2.400872 0.428971 -0.01 -0.04 0.04
H -7.564603 0.662890 5.238051 0.00 -0.01 -0.03
H -9.185820 0.604052 4.513645 0.02 -0.01 -0.02
H -8.881438 1.649705 5.927007 0.00 0.02 -0.01
```
Forces are in eV/Å.


DFT (wB97M-V/def2-TZVPD) results for C4H5NO in the gas phase at a distorted geometry.

The relative energy (zero: lowest compared OMol25 entry of this formula, charge and spin) is 82.8 kcal per mole. Its gap between HOMO and LUMO (alpha / beta) is 7.00 / 8.26 eV. The max |F| is 1.12 eV Å⁻¹. The LUMO energy (alpha / beta) is -0.61 / 0.14 eV.

```
11
Properties=species:S:1:pos:R:3:forces:R:3
C 0.387362 0.744547 -1.660488 -0.02 0.05 0.02
C 0.137788 -0.236926 -0.585451 -0.54 -0.21 -0.88
O 0.642368 -0.048219 0.572044 0.43 0.04 0.85
C 0.114929 -0.643925 1.682466 0.02 0.23 -0.01
C -1.278132 -0.758600 1.706897 -1.01 -0.08 0.00
N -2.445535 -0.780271 1.653644 1.11 -0.12 0.08
H 0.634564 0.259077 -2.610009 0.01 0.06 0.14
H -0.543639 1.308822 -1.818000 0.16 -0.01 -0.07
H 1.166470 1.453990 -1.373574 -0.04 -0.14 -0.06
H -0.568225 -1.057879 -0.690574 -0.04 0.17 0.00
H 0.734817 -0.540242 2.555541 -0.10 -0.01 -0.06
```
Forces are in eV/Å.


What did the second record say?
DFT (wB97M-V/def2-TZVPD) results for C4H5NO in the gas phase at a distorted geometry.

The relative energy (zero: lowest compared OMol25 entry of this formula, charge and spin) is 82.8 kcal per mole. Its gap between HOMO and LUMO (alpha / beta) is 7.00 / 8.26 eV. The max |F| is 1.12 eV Å⁻¹. The LUMO energy (alpha / beta) is -0.61 / 0.14 eV.

```
11
Properties=species:S:1:pos:R:3:forces:R:3
C 0.387362 0.744547 -1.660488 -0.02 0.05 0.02
C 0.137788 -0.236926 -0.585451 -0.54 -0.21 -0.88
O 0.642368 -0.048219 0.572044 0.43 0.04 0.85
C 0.114929 -0.643925 1.682466 0.02 0.23 -0.01
C -1.278132 -0.758600 1.706897 -1.01 -0.08 0.00
N -2.445535 -0.780271 1.653644 1.11 -0.12 0.08
H 0.634564 0.259077 -2.610009 0.01 0.06 0.14
H -0.543639 1.308822 -1.818000 0.16 -0.01 -0.07
H 1.166470 1.453990 -1.373574 -0.04 -0.14 -0.06
H -0.568225 -1.057879 -0.690574 -0.04 0.17 0.00
H 0.734817 -0.540242 2.555541 -0.10 -0.01 -0.06
```
Forces are in eV/Å.


Question: Which of these has the highest max |F|?
Answer: C4H5NO


Question: The lowest max |F| belongs to which entry?
Answer: C20H45B3NO12


Question: What is the max |F| in the second record?
Answer: 1.12 eV Å⁻¹